# 1
61
Properties=species:S:1:pos:R:3:forces:R:3:nbo_charge:R:1 method="wB97M-V/def2-TZVPD" smiles="C[N+](=O)[O-].C[N+](=O)[O-].C[N+](=O)[O-].C[N+](=O)[O-].C[N+](=O)[O-].C[N+](=O)[O-].C[N+](=O)[O-].Fc1ccccc1" orbital_gap_ev=8.968 homo_energy_ev=-9.046 e_tot_ev=-55695.8841
C -1.994 1.661 -3.885 -1.6 0.0 -0.3 -0.506
N -1.852 0.513 -4.910 -0.7 0.9 1.6 0.544
O -1.571 0.753 -6.055 0.3 0.2 -0.1 -0.366
O -2.143 -0.571 -4.452 0.2 -0.5 -0.3 -0.392
H -1.095 2.214 -3.755 1.1 -0.2 0.2 0.240
H -2.418 1.241 -2.928 0.7 0.4 -1.3 0.246
H -2.666 2.425 -4.338 0.1 -0.9 0.2 0.231
C 5.119 0.154 -0.156 0.4 -0.1 0.7 -0.488
N 4.222 1.290 0.211 1.2 -1.9 -1.7 0.558
O 4.165 2.115 -0.652 -0.4 1.8 -0.8 -0.390
O 3.610 1.265 1.222 -1.1 0.3 2.3 -0.376
H 5.038 -0.680 0.544 -0.2 0.3 -0.1 0.228
H 6.114 0.599 -0.113 0.0 -0.3 -0.3 0.230
H 4.823 -0.117 -1.159 0.2 -0.1 -0.1 0.246
C 0.105 -0.255 -0.789 0.3 0.5 1.0 -0.500
N -1.019 -1.218 -0.620 -0.1 0.2 -0.7 0.550
O -0.792 -2.303 -0.130 0.2 -0.1 0.2 -0.402
O -2.105 -0.897 -1.075 0.3 0.1 0.3 -0.392
H 0.154 -0.004 -1.833 0.3 -0.4 -0.6 0.246
H 1.024 -0.662 -0.329 -0.6 0.1 -0.5 0.243
H -0.137 0.715 -0.334 -0.3 -0.6 0.3 0.249
C -1.562 -3.818 -3.227 0.2 0.1 1.1 -0.493
N -0.071 -3.775 -3.380 0.0 0.6 0.3 0.540
O 0.358 -2.645 -3.236 0.4 0.1 -0.1 -0.398
O 0.625 -4.753 -3.558 -0.8 0.0 -0.1 -0.365
H -1.752 -3.471 -2.204 0.1 0.0 -0.2 0.245
H -1.982 -4.785 -3.316 0.1 -1.1 -0.4 0.216
H -2.023 -3.127 -3.900 0.1 0.5 -0.5 0.253
C 1.707 -4.206 1.028 -0.7 1.1 0.3 -0.487
N 2.373 -3.087 0.257 0.2 -0.2 0.1 0.543
O 2.715 -3.376 -0.866 0.0 0.4 0.1 -0.339
O 2.562 -1.991 0.791 -0.2 -0.8 -0.2 -0.440
H 0.663 -4.259 0.661 0.7 0.1 0.2 0.261
H 1.712 -3.921 2.091 0.0 -0.3 -0.5 0.232
H 2.250 -5.101 0.774 0.1 -0.2 0.1 0.235
C 2.636 -0.900 3.712 0.2 -0.7 -0.8 -0.484
N 1.287 -0.720 3.103 0.0 0.4 0.0 0.546
O 1.054 0.334 2.536 0.1 -0.2 0.2 -0.391
O 0.500 -1.628 3.209 -0.2 -0.4 0.1 -0.374
H 2.929 -1.955 3.577 -0.3 0.6 0.3 0.228
H 2.630 -0.579 4.737 -0.3 0.0 0.5 0.233
H 3.283 -0.267 3.145 0.5 0.4 -0.3 0.243
C 1.083 3.491 0.613 -0.4 0.0 0.6 -0.506
N 0.338 3.733 -0.667 1.1 1.5 2.6 0.558
O 0.062 2.792 -1.324 -0.6 -2.0 -1.8 -0.400
O -0.012 4.868 -0.857 -0.3 0.8 -0.6 -0.376
H 0.335 3.027 1.277 0.1 0.7 0.0 0.243
H 1.565 4.407 0.992 -0.7 -0.4 -0.3 0.236
H 1.800 2.716 0.506 0.7 -0.5 -0.6 0.243
F -5.158 0.796 4.167 -0.2 -0.3 0.5 -0.326
C -4.358 1.418 3.292 0.3 0.1 -0.2 0.413
C -4.067 0.749 2.106 -0.6 0.9 1.2 -0.287
C -3.343 1.453 1.179 0.5 1.6 0.6 -0.181
C -2.895 2.760 1.480 -0.3 -1.1 0.6 -0.237
C -3.153 3.370 2.715 0.2 -0.4 -1.8 -0.193
C -3.894 2.682 3.628 -0.3 -0.9 0.4 -0.294
H -4.489 -0.230 2.010 0.0 -0.4 -0.4 0.234
H -3.126 1.062 0.223 0.3 -0.6 -0.8 0.223
H -2.266 3.235 0.773 0.3 0.6 -0.7 0.202
H -2.861 4.388 2.874 0.4 0.2 0.3 0.218
H -4.041 3.076 4.611 -0.5 0.1 0.4 0.227



# 2
49
Properties=species:S:1:pos:R:3:forces:R:3:nbo_charge:R:1 method="wB97M-V/def2-TZVPD" orbital_gap_ev=1.667 charge=+4 homo_energy_ev=-19.678 e_tot_ev=-50249.7143
C 4.427 0.761 2.821 0.7 0.0 1.7 -0.609
C 4.831 -0.327 1.652 0.2 0.7 -0.8 -0.112
O 3.767 -1.284 1.309 0.9 3.2 -2.0 -0.493
P 2.785 -0.662 -0.035 0.0 1.6 0.0 2.148
O 2.137 0.679 0.493 2.0 -3.5 -1.1 -0.724
C 1.548 -2.051 -0.464 -1.0 -1.6 -0.9 -0.747
C 0.223 -1.574 -1.302 -0.9 0.1 -0.2 -0.429
C -0.694 -0.432 -0.564 0.2 0.1 0.1 -0.433
C -2.305 -0.844 -0.443 0.2 -0.3 0.1 -0.249
C -2.416 -1.942 0.795 -0.1 -0.4 -0.4 -0.441
C -4.000 -2.258 1.227 1.1 -0.1 -0.6 -0.593
S -4.731 -0.538 1.627 4.5 0.6 4.3 2.154
O -3.885 -0.016 2.846 -3.7 -1.7 -5.5 -0.777
O -6.202 -0.759 2.064 -0.3 0.2 -1.1 -1.101
O -4.533 0.386 0.208 -1.2 -2.0 2.5 -0.620
C -3.118 0.554 -0.160 2.9 0.5 -0.4 0.030
C -3.116 1.592 -1.471 0.3 1.5 -0.4 0.186
C -2.197 2.934 -1.181 0.1 -0.7 0.3 -0.657
F -2.584 0.964 -2.703 -1.2 0.7 2.8 -0.373
O 3.900 -0.388 -1.376 -2.9 1.1 2.4 -0.579
C 3.440 0.719 -2.229 -0.3 -0.4 -2.8 -0.113
C 3.919 2.218 -1.704 -0.3 1.7 1.4 -0.594
H 4.454 1.870 2.388 0.1 -2.2 0.2 0.320
H 3.418 0.500 3.363 1.9 0.1 -1.2 0.296
H 5.282 0.736 3.649 -1.9 0.3 -1.5 0.315
H 5.288 0.252 0.740 -1.1 -1.4 1.5 0.250
H 5.725 -0.973 2.106 -1.7 0.6 -0.1 0.393
H 2.120 -2.904 -1.073 -0.9 2.0 1.3 0.342
H 1.184 -2.519 0.552 1.0 1.2 -1.6 0.318
H 0.437 -1.231 -2.411 -0.2 -0.9 2.3 0.271
H -0.471 -2.540 -1.402 1.8 1.7 0.2 0.288
H -0.322 -0.260 0.539 -0.7 -0.2 -2.2 0.223
H -0.534 0.574 -1.184 -0.6 -2.1 1.4 0.274
H -2.697 -1.408 -1.404 0.8 1.5 1.8 0.265
H -1.755 -1.650 1.735 -1.7 -0.5 -1.9 0.256
H -2.012 -2.977 0.374 -0.9 2.1 1.0 0.261
H -3.999 -2.887 2.220 -0.3 1.5 -1.9 0.304
H -4.610 -2.765 0.357 1.2 1.2 1.7 0.284
H -2.554 1.088 0.743 -1.4 -1.0 -1.9 0.240
H -4.214 1.995 -1.697 2.3 -1.3 0.4 0.242
H -2.230 3.638 -2.118 -0.2 -1.3 2.0 0.283
H -1.059 2.685 -0.968 -2.4 0.3 -0.5 0.205
H -2.616 3.414 -0.194 0.7 -0.6 -2.1 0.245
H 3.981 0.575 -3.283 -0.8 0.1 2.4 0.309
H 2.272 0.673 -2.469 2.3 0.2 1.1 0.242
H 2.916 2.807 -1.437 1.7 -1.5 -0.5 0.285
H 4.469 2.847 -2.525 -0.8 -1.7 1.6 0.306
H 4.530 2.170 -0.680 -1.1 -0.1 -2.6 0.244
Zr -8.202 -1.442 2.672 1.5 0.8 -0.4 1.866



# 3
53
Properties=species:S:1:pos:R:3:forces:R:3:lowdin_spin:R:1 method="wB97M-V/def2-TZVPD" orbital_gap_ev="5.633 / 5.838" charge=+1 multiplicity=5 homo_energy_ev="-9.418 / -11.786" e_tot_ev=-48789.0921
O -0.534 0.531 -5.591 -0.3 -0.1 -0.6 0.000
H -1.034 0.151 -6.329 0.3 0.1 0.2 0.000
Ir -0.262 0.103 -0.363 -1.9 1.1 -0.8 0.803
N -0.147 1.780 0.684 0.0 0.0 1.3 0.205
N 0.978 1.136 -1.487 0.0 -0.4 -1.2 0.142
N -1.577 -0.871 0.759 0.4 1.5 1.7 0.402
N -0.699 -1.467 -1.488 1.5 0.8 -2.0 0.447
O -0.778 1.975 1.798 0.7 -0.1 -1.0 0.358
O -1.913 -0.517 2.060 0.0 0.2 -0.6 0.125
O -0.262 -1.734 -2.763 -0.3 0.3 0.5 0.156
O 1.471 0.674 -2.566 -0.3 0.9 1.0 0.395
C 1.407 2.327 -0.952 0.3 -0.3 0.6 0.091
C 0.806 2.665 0.280 0.3 -0.4 -0.4 0.030
C -1.813 -2.151 0.414 0.4 -1.6 -1.3 0.195
C -1.284 -2.492 -0.841 -1.1 -0.9 1.6 0.191
C 1.157 3.772 1.205 0.3 0.8 -0.4 0.000
H 1.443 3.423 2.215 -0.3 0.0 -0.5 0.001
H 0.302 4.462 1.295 0.4 -0.2 0.2 0.000
H 2.001 4.316 0.762 -0.3 0.1 0.4 0.000
C 2.555 2.982 -1.619 0.1 0.6 0.1 0.010
H 2.277 3.237 -2.653 0.3 -0.1 0.3 0.004
H 3.437 2.318 -1.643 -0.4 0.2 -0.1 0.004
H 2.800 3.892 -1.061 0.1 -0.1 -0.4 0.000
C -2.502 -3.107 1.311 -0.5 -0.6 -0.1 0.024
C -1.324 -3.858 -1.418 -0.3 -0.6 0.1 0.022
H -3.162 -2.597 2.030 0.3 -0.2 -0.3 0.000
H -1.791 -3.761 1.851 -0.3 0.4 -0.1 0.011
H -3.106 -3.769 0.670 0.1 0.1 0.4 0.005
H -0.541 -4.022 -2.174 -0.4 0.1 0.4 0.001
H -2.317 -4.032 -1.866 0.4 0.0 -0.1 0.011
H -1.218 -4.591 -0.601 0.0 0.2 -0.4 0.004
H -1.654 0.454 2.156 0.0 -0.7 -0.4 -0.001
H 0.180 -0.913 -3.103 -0.1 -0.4 0.5 0.000
C -1.461 1.009 -4.628 0.5 -0.3 0.2 0.001
H -0.866 1.627 -3.962 -0.2 0.4 0.0 0.001
H -1.791 0.167 -4.023 -0.6 -0.1 0.1 0.000
H -2.307 1.558 -5.062 0.2 -0.1 0.2 0.000
O -2.635 1.341 -0.780 0.5 -0.4 0.8 0.098
H -2.613 0.503 -0.262 -0.8 0.6 -0.6 0.006
H -2.019 1.870 -0.235 -0.9 0.3 -0.5 0.005
C 0.719 -2.271 3.118 -0.2 -0.2 0.2 0.004
N 1.348 -0.965 3.003 0.7 0.2 -0.1 0.031
C 1.755 -0.159 4.057 0.0 0.2 -0.3 0.007
C 2.385 0.922 3.528 -0.3 -0.3 -0.3 0.014
N 2.353 0.750 2.152 0.3 -0.7 0.2 0.022
C 1.781 -0.443 1.841 -0.2 0.6 0.4 0.035
S 1.561 -1.142 0.309 1.5 -1.0 0.5 0.134
H -0.272 -2.269 2.653 0.3 0.1 0.2 0.001
H 1.337 -3.041 2.645 -0.1 0.2 0.1 0.002
H 0.630 -2.459 4.186 -0.1 -0.2 -0.1 0.000
H 1.551 -0.450 5.068 0.0 0.1 0.2 0.000
H 2.850 1.791 3.957 -0.1 -0.1 0.2 0.001
H 2.796 1.344 1.465 0.0 -0.2 0.1 0.000



# 4
47
Properties=species:S:1:pos:R:3:forces:R:3:nbo_charge:R:1 method="wB97M-V/def2-TZVPD" orbital_gap_ev="7.635 / 4.313" charge=+1 homo_energy_ev="-10.715 / -7.376" e_tot_ev=-47595.3004
Mg -0.322 -1.279 -2.037 -0.2 -0.7 0.1 1.050
P -2.444 -0.012 -0.999 -0.5 1.1 -0.5 0.668
C -2.413 1.239 -2.401 -0.4 -0.5 0.5 -0.738
C -1.057 1.445 -2.985 0.7 1.0 -1.3 0.238
N 0.009 0.719 -2.549 -0.9 1.1 1.5 -0.702
C 1.235 1.244 -2.665 0.6 0.5 -0.8 0.233
C 1.487 2.234 -3.609 0.3 0.4 -0.4 -0.249
C 0.436 2.776 -4.342 -0.8 -0.5 0.1 -0.131
C -0.884 2.419 -3.971 1.2 -0.2 0.1 -0.245
C 2.348 0.777 -1.763 0.0 -0.2 -0.3 -0.745
P 2.136 -0.916 -1.071 1.0 0.4 0.5 0.678
H -1.738 2.865 -4.467 0.0 0.1 0.2 0.234
H 2.516 2.558 -3.812 -0.5 -0.1 0.3 0.235
H 0.606 3.459 -5.178 0.0 -0.1 0.4 0.237
H 3.308 0.816 -2.306 -0.4 0.1 0.3 0.248
H 2.440 1.437 -0.885 -0.2 0.0 -0.4 0.272
H -3.110 0.939 -3.174 -0.2 -0.2 -0.2 0.259
H -2.827 2.188 -1.986 0.5 -0.6 -0.5 0.260
H -1.164 -4.188 -3.185 -0.9 -1.4 0.6 0.487
O -0.635 -3.431 -3.352 0.9 1.3 -0.2 -0.980
H -0.688 -3.324 -4.309 0.1 0.2 -0.2 0.490
H 0.547 -0.494 2.835 1.6 -2.0 2.6 0.402
O 0.365 -0.595 1.839 -1.7 -4.1 -4.4 -0.799
H -0.363 -1.234 2.015 -0.3 0.5 -0.6 0.501
C 3.294 -1.815 -2.156 -0.2 -0.4 -0.2 -0.938
H 4.059 -1.138 -2.552 -0.1 -0.3 0.1 0.234
H 3.762 -2.621 -1.578 -0.1 0.1 -0.3 0.250
H 2.712 -2.244 -2.981 0.4 0.0 0.0 0.242
C 3.197 -0.706 0.434 -0.4 -0.3 0.0 -0.919
H 3.321 -1.698 0.880 0.0 0.2 0.1 0.239
H 4.186 -0.315 0.158 -0.3 -0.1 -0.1 0.234
H 2.718 -0.039 1.160 0.2 -0.2 -0.3 0.277
C -2.746 1.187 0.355 0.2 0.5 1.4 -0.955
H -3.821 1.309 0.597 0.6 -0.2 -0.3 0.246
H -2.230 0.862 1.277 -0.3 0.2 -0.3 0.246
H -2.364 2.195 0.111 0.0 -0.5 0.0 0.239
C -4.141 -0.628 -1.192 -0.6 -0.7 -0.3 -0.946
H -4.293 -1.444 -0.468 -0.1 0.2 -0.3 0.247
H -4.926 0.134 -1.015 0.6 -0.3 -0.1 0.241
H -4.271 -1.043 -2.210 0.0 0.1 0.5 0.248
C -0.606 2.626 3.056 0.3 -0.4 0.0 -0.267
O -0.424 1.189 3.204 -0.2 0.7 -0.2 -0.526
C 0.762 0.715 2.815 1.2 5.4 2.5 0.684
O 1.737 1.309 2.420 -0.9 -0.4 0.1 -0.582
H 0.281 3.117 3.456 -0.2 0.2 -0.1 0.212
H -1.489 2.827 3.644 -0.1 0.3 0.1 0.208
H -0.775 2.876 2.004 0.1 0.0 0.2 0.183